No. 1
The following is a DFT calculation (the ωB97M-V functional and the def2-TZVPD basis) of a cluster of 6 separate species, C22H60N4O7 in total at a distorted geometry.

Properties
HOMO	-8.8	eV
energy above the lowest of the compared OMol25 structures with the same formula, charge and spin	2.501	eV
maximum force	2.1	eV/Å
LUMO	0.022	Ha
net charge	0

Geometry (Å):
1 C 7.9146 14.2439 15.0669
2 O 9.2096 14.5849 14.5890
3 C 9.3109 14.1818 13.2248
4 C 10.6689 14.4588 12.5562
5 C 10.8721 15.9111 12.1493
6 N 10.8710 13.5715 11.4007
7 H 7.6906 13.2101 14.7783
8 H 7.1959 14.8938 14.5608
9 H 7.7619 14.2507 16.1433
10 H 9.1420 13.1025 13.1619
11 H 8.5306 14.7723 12.7275
12 H 11.4830 14.1080 13.1948
13 H 11.9308 16.1625 12.0576
14 H 10.4575 16.6061 12.8828
15 H 10.4300 16.1493 11.1798
16 H 10.0464 13.4625 10.8150
17 H 10.9985 12.6586 11.8182
18 C 20.4059 9.8816 16.8020
19 O 19.6769 10.9169 17.4040
20 C 18.9541 11.8310 16.5919
21 C 19.8767 12.9176 15.9745
22 C 19.2111 14.2046 15.5260
23 N 20.6753 12.4052 14.8363
24 H 19.9065 9.4161 15.9430
25 H 20.4842 9.1044 17.5626
26 H 21.3824 10.2561 16.4862
27 H 18.4236 11.2034 15.8656
28 H 18.2381 12.3247 17.2510
29 H 20.5579 13.0802 16.8142
30 H 19.9563 14.8805 15.1053
31 H 18.5557 14.7080 16.2338
32 H 18.6328 13.9741 14.6261
33 H 20.0573 11.9932 14.1487
34 H 21.3520 11.7263 15.1439
35 C 18.9672 18.6600 14.5461
36 O 19.1034 18.6626 13.1492
37 C 19.3059 17.3783 12.5654
38 C 19.6511 17.4825 11.0449
39 C 19.8847 16.1716 10.3102
40 N 20.8548 18.3690 11.0278
41 H 19.8987 18.5184 15.0999
42 H 18.2212 17.9355 14.8907
43 H 18.5539 19.6380 14.7968
44 H 20.1314 16.8870 13.0857
45 H 18.3756 16.8152 12.6973
46 H 18.8908 18.0668 10.5238
47 H 18.9631 15.7204 9.9305
48 H 20.2014 15.3613 10.9745
49 H 20.5576 16.2636 9.4609
50 H 21.7455 17.9138 11.2013
51 H 20.7482 18.9542 11.8499
52 C 15.8129 11.6960 9.0190
53 O 14.9929 10.7279 9.6269
54 C 13.6478 11.1091 9.8698
55 C 12.8214 10.0248 10.5302
56 N 11.4812 10.6514 10.7847
57 C 10.7234 9.8028 11.7181
58 C 10.8920 10.3340 13.1421
59 O 10.0943 9.5015 13.9807
60 C 10.0817 9.8746 15.3241
61 H 16.6565 11.1743 8.5709
62 H 16.1830 12.3985 9.7708
63 H 15.3595 12.2876 8.2169
64 H 13.2656 11.2253 8.8458
65 H 13.5122 12.0437 10.4186
66 H 13.1983 9.8186 11.5320
67 H 12.6679 9.1224 9.9400
68 H 10.9664 10.6351 9.9105
69 H 11.0245 8.7539 11.8495
70 H 9.6707 9.6476 11.4756
71 H 10.6573 11.3952 13.2855
72 H 11.9352 10.3299 13.4850
73 H 10.8796 10.5360 15.6807
74 H 10.2700 8.9619 15.9061
75 H 9.1024 10.2890 15.5873
76 C 15.9622 18.8387 12.4713
77 C 15.4074 18.3932 11.1228
78 O 14.9240 17.0393 11.0981
79 H 15.2446 19.3874 13.0856
80 H 16.8232 19.4985 12.3840
81 H 16.2677 17.9677 13.0523
82 H 16.2239 18.3026 10.3937
83 H 14.7384 19.0607 10.5755
84 H 14.0187 17.0329 10.7783
85 C 14.6026 14.0799 13.0761
86 C 15.7168 14.5125 14.0518
87 O 16.8793 14.8157 13.2870
88 H 14.3739 14.9007 12.3873
89 H 13.6826 14.0032 13.6611
90 H 14.8897 13.2518 12.4326
91 H 15.7494 13.6945 14.7738
92 H 15.4273 15.4162 14.5999
93 H 16.5022 15.4825 12.6945

No. 2
The following is a DFT calculation (the ωB97M-V functional and the def2-TZVPD basis) of a cluster of 13 separate species, C22H61N32O13S2 in total at a distorted geometry.

Properties
HOMO	-10.5	eV
maximum force	12.0	eV/Å
LUMO	-0.169	Ha
net charge	+1

Geometry (Å):
1 N -2.8589 -5.1873 1.3744
2 N -2.7328 -4.3882 0.2444
3 N -2.2852 -3.0474 0.2688
4 C -2.3760 -2.6175 -1.1844
5 N -2.1006 -1.3788 -1.7744
6 C -1.6430 -0.1931 -0.9305
7 C -2.8842 0.8666 -0.5792
8 C -4.3702 0.1904 -0.7371
9 S -5.7349 1.1463 0.1831
10 C -7.3086 0.2429 -0.3063
11 S -8.7821 1.1512 -0.2190
12 N -7.4126 -1.1965 -0.7598
13 C -7.0408 -2.5060 -0.0739
14 C -7.3986 -3.8480 -1.0036
15 N -8.0097 -3.2318 -2.2569
16 C -7.9890 -1.7011 -2.0838
17 N -2.8621 -3.6911 -2.1431
18 C -3.0930 -4.8291 -1.1572
19 N -3.6438 -6.1228 -1.7160
20 C -2.9267 -7.2185 -1.2791
21 O -2.5863 -8.3667 -0.6305
22 H -2.8576 -4.5066 2.1863
23 H -3.8608 -5.5433 1.3280
24 H -1.9644 -2.4647 1.0729
25 H -2.2404 -1.2170 -2.8164
26 H -1.1385 -0.6037 0.0493
27 H -0.7988 0.3584 -1.5552
28 H -2.7443 1.8118 -1.2946
29 H -2.6837 1.2621 0.5289
30 H -4.4252 -0.9207 -0.3044
31 H -4.7459 0.1411 -1.8642
32 H -6.5700 -2.4759 1.0191
33 H -7.2084 -4.9680 -0.7230
34 H -8.4404 -1.1057 -2.9858
35 C 1.9339 1.4956 -3.0676
36 O 0.7912 1.5709 -2.6442
37 N 2.9947 1.9629 -2.3851
38 N 2.2344 0.9387 -4.2546
39 H 3.9429 1.9101 -2.7172
40 H 2.8124 2.3900 -1.4864
41 H 1.4645 0.5743 -4.8005
42 H 3.1690 0.8674 -4.6202
43 C -0.0099 5.8578 -2.9948
44 O -0.0754 6.9568 -2.4670
45 N 0.7985 4.8815 -2.5442
46 N -0.7402 5.5247 -4.0743
47 H 0.8663 3.9704 -2.9654
48 H 1.3657 5.0909 -1.7331
49 H -1.3619 6.2312 -4.4455
50 H -0.7001 4.6251 -4.5229
51 C -5.3628 4.7221 1.8650
52 O -4.6091 3.7915 1.6274
53 N -6.6582 4.7199 1.5019
54 N -4.9656 5.8331 2.5111
55 H -7.2943 5.4767 1.6886
56 H -6.9980 3.9021 1.0130
57 H -3.9975 5.8754 2.8020
58 H -5.5714 6.6098 2.7160
59 C 7.0602 1.9671 -2.7132
60 O 5.9799 1.6149 -3.1596
61 N 8.0522 2.4339 -3.4928
62 N 7.3556 1.9200 -1.4016
63 H 8.9485 2.7287 -3.1437
64 H 7.8712 2.4857 -4.4868
65 H 6.6362 1.5746 -0.7798
66 H 8.2394 2.2056 -1.0150
67 C -2.7415 6.5325 5.8563
68 O -3.5899 6.6994 4.9944
69 N -1.5089 7.0653 5.7764
70 N -2.9632 5.8008 6.9631
71 H -0.7968 6.9390 6.4759
72 H -1.3005 7.6234 4.9588
73 H -3.8787 5.3818 7.0624
74 H -2.2773 5.6519 7.6839
75 C 8.8252 -1.5544 -4.4718
76 O 9.7866 -0.9161 -4.8703
77 N 8.7685 -2.8971 -4.5307
78 N 7.7363 -0.9721 -3.9379
79 H 7.9856 -3.4402 -4.2077
80 H 9.5679 -3.3749 -4.9258
81 H 7.7382 0.0376 -3.8750
82 H 6.9350 -1.4807 -3.6042
83 C 1.3339 -1.2806 1.7008
84 O 0.1912 -1.2054 2.1243
85 N 2.3947 -0.8133 2.3834
86 N 1.6344 -1.8376 0.5138
87 H 3.3429 -0.8662 2.0512
88 H 2.2124 -0.3862 3.2821
89 H 0.8645 -2.2020 -0.0321
90 H 2.5690 -1.9089 0.1482
91 C -5.9673 2.0625 5.4243
92 O -5.9324 1.1220 6.2021
93 N -6.7311 3.1502 5.6320
94 N -5.2452 2.0952 4.2898
95 H -6.7732 3.9344 5.0031
96 H -7.2907 3.1660 6.4746
97 H -4.6565 1.2957 4.0954
98 H -5.2605 2.8605 3.6370
99 C 10.2327 5.3502 -1.7696
100 O 10.2676 4.4098 -0.9918
101 N 9.4689 6.4380 -1.5619
102 N 10.9548 5.3829 -2.9041
103 H 9.4268 7.2222 -2.1907
104 H 8.9093 6.4537 -0.7193
105 H 11.5435 4.5834 -3.0985
106 H 10.9395 6.1483 -3.5569
107 C -1.1736 -1.9760 6.1293
108 O -0.4453 -2.8000 6.6595
109 N -0.8708 -1.3828 4.9605
110 N -2.3441 -1.5873 6.6664
111 H -1.4577 -0.7020 4.5084
112 H 0.0018 -1.6471 4.5223
113 H -2.6098 -2.0097 7.5464
114 H -2.9574 -0.9103 6.2448
115 C 3.1252 -3.5618 -3.3378
116 O 4.0866 -2.9235 -3.7364
117 N 3.0685 -4.9046 -3.3968
118 N 2.0363 -2.9795 -2.8040
119 H 2.2856 -5.4476 -3.0737
120 H 3.8679 -5.3823 -3.7919
121 H 2.0382 -1.9698 -2.7411
122 H 1.2350 -3.4881 -2.4703
123 C 0.9264 -10.9927 0.8425
124 O 1.6547 -11.8167 1.3727
125 N 1.2292 -10.3995 -0.3263
126 N -0.2441 -10.6041 1.3796
127 H 0.6423 -9.7188 -0.7784
128 H 2.1018 -10.6638 -0.7645
129 H -0.5098 -11.0265 2.2596
130 H -0.8574 -9.9270 0.9580

No. 3
The following is a DFT calculation (the ωB97M-V functional and the def2-TZVPD basis) of a cluster of 8 separate species, C22H62N2O15 in total at a distorted geometry.

Properties
spin multiplicity	2
HOMO (alpha / beta)	0.2 / -6.1	eV
maximum force	3.5	eV/Å
LUMO (alpha / beta)	0.087 / 0.085	Ha
net charge	-1

Geometry (Å):
1 C 2.4444 0.3297 -0.2447
2 O 2.5659 1.7327 -0.4974
3 C 3.4029 2.0978 -1.5924
4 C 3.4958 3.6431 -1.5354
5 N 2.2156 4.2366 -1.8794
6 C 1.7733 4.0806 -3.2922
7 C 2.6087 4.7156 -4.4056
8 O 3.6136 3.7635 -4.8224
9 C 4.4553 4.2874 -5.8332
10 H 3.3361 -0.1182 0.1940
11 H 2.2154 -0.1853 -1.1776
12 H 1.6619 0.3526 0.5138
13 H 3.2746 1.7789 -2.6268
14 H 4.3891 1.6927 -1.3657
15 H 4.2117 3.8734 -2.3244
16 H 3.8697 3.9121 -0.5475
17 H 1.4932 3.8257 -1.3054
18 H 0.7736 4.5138 -3.3238
19 H 1.6696 3.0147 -3.4952
20 H 2.8747 5.7526 -4.2005
21 H 1.8995 4.7749 -5.2312
22 H 5.3296 4.7009 -5.3304
23 H 4.0360 5.0284 -6.5138
24 H 4.8720 3.5660 -6.5360
25 C 3.0800 -3.3300 -1.9288
26 O 1.7045 -3.0929 -1.5433
27 C 1.3631 -3.0979 -0.1528
28 C -0.1690 -2.6930 0.0801
29 N -1.0485 -3.4267 -0.7801
30 C -2.4056 -3.0120 -0.4815
31 C -3.5398 -3.9805 -1.0170
32 O -3.7321 -4.0625 -2.4136
33 C -3.8633 -2.8591 -3.2299
34 H 3.2508 -3.6820 -2.9462
35 H 3.4273 -4.1577 -1.3105
36 H 3.7355 -2.4682 -1.8036
37 H 2.0473 -2.3592 0.2648
38 H 1.5545 -3.9926 0.4395
39 H -0.1177 -1.6391 -0.1933
40 H -0.3787 -2.8780 1.1337
41 H -0.7484 -3.1864 -1.7141
42 H -2.5964 -2.0403 -0.9369
43 H -2.5867 -2.8815 0.5854
44 H -4.5057 -3.6907 -0.6033
45 H -3.2935 -5.0095 -0.7548
46 H -4.3221 -3.1872 -4.1626
47 H -2.8624 -2.4616 -3.3975
48 H -4.4839 -2.1489 -2.6835
49 O -1.1473 0.3578 0.7771
50 H -2.0473 0.0396 0.8476
51 H -0.9726 0.3773 -0.1639
52 C -4.7808 -0.8216 1.5409
53 C -4.9843 0.0590 0.3386
54 O -3.9785 -0.1768 -0.6743
55 O -3.7995 -0.3377 2.4551
56 H -4.5945 -1.8492 1.2289
57 H -5.7310 -0.9184 2.0661
58 H -5.0287 1.1359 0.5008
59 H -5.9232 -0.1433 -0.1769
60 H -4.2138 0.1271 -1.5540
61 H -3.0183 -0.8953 2.4787
62 C -2.3179 -2.5799 4.0999
63 C -2.4107 -4.0598 3.7237
64 O -3.3304 -4.8428 4.5029
65 O -1.6976 -1.7973 3.0540
66 H -1.8578 -2.3555 5.0622
67 H -3.3127 -2.1344 4.1021
68 H -1.4242 -4.4181 4.0178
69 H -2.6307 -4.2010 2.6655
70 H -4.1763 -4.4960 4.2100
71 H -0.7750 -1.7841 3.3189
72 C 2.2614 -1.6309 3.1428
73 C 3.1870 -0.7474 4.0191
74 O 3.0845 0.5733 3.5481
75 O 0.9167 -1.3515 3.4469
76 H 2.4113 -2.6772 3.4088
77 H 2.4403 -1.4517 2.0826
78 H 4.2184 -1.0995 4.0031
79 H 2.9392 -0.7693 5.0803
80 H 2.1542 0.8015 3.4836
81 H 0.6380 -0.5505 2.9971
82 C 0.2508 2.7162 2.6828
83 C 1.0512 3.4320 3.7741
84 O 0.5474 3.5131 5.1046
85 O 0.1399 1.2745 2.8116
86 H 0.6961 2.9563 1.7173
87 H -0.6833 3.2572 2.8338
88 H 1.2517 4.4603 3.4733
89 H 2.0208 2.9613 3.9368
90 H 0.4488 2.6020 5.3907
91 H -0.3349 1.0248 2.0155
92 C -0.6105 1.2327 -2.6807
93 C -1.0951 2.4756 -1.8739
94 O -0.1744 2.9176 -0.8764
95 O -0.7341 0.0466 -1.8894
96 H 0.3832 1.4230 -3.0860
97 H -1.2706 1.1553 -3.5446
98 H -2.0145 2.1592 -1.3813
99 H -1.1558 3.3916 -2.4616
100 H -0.1666 2.2767 -0.1618
101 H -0.6392 -0.6911 -2.4963

no.,calculated total energy (eV)
1,-44074.5046
2,-119766.5380
3,-57504.9532